Record 1
7 unconnected molecules or ions with the total composition C35H47IN2O18 in a non-equilibrium geometry, computed with ωB97M-V/def2-TZVPD.

For the LUMO energy, the calculation gives -0.820 eV. As for the highest occupied orbital energy: -7.9 eV. The SMILES is ICCCc1cccc2nccnc12.C[C@@H]1COC(=O)O1.C[C@@H]1COC(=O)O1.C[C@@H]1COC(=O)O1.C[C@@H]1COC(=O)O1.C[C@@H]1COC(=O)O1.C[C@@H]1COC(=O)O1. The calculation puts the maximum force at 7.4 eV Å⁻¹.

Structure (XYZ):
```
103
Properties=species:S:1:pos:R:3:lowdin_charge:R:1
I -2.211 -1.589 4.735 0.59
O 3.171 -2.543 0.233 0.11
O 1.708 -3.539 -5.339 0.08
O 5.001 -0.617 -2.940 0.07
O -3.383 9.931 4.363 0.06
O 2.791 -4.665 1.000 0.08
O 3.084 0.392 1.168 0.05
O 3.158 0.680 -2.923 0.06
O 3.199 -4.447 -3.859 0.12
O 3.257 -0.908 3.001 0.10
O -5.619 -2.391 0.339 0.09
O -3.402 -2.297 -0.222 0.12
O -3.386 9.527 2.146 0.09
O 1.297 -3.701 -0.386 0.09
O 1.229 -0.005 2.447 0.10
O -5.095 10.733 3.074 0.13
O 3.703 -4.277 -6.084 0.07
O 5.226 1.659 -2.872 0.12
O -4.533 -4.286 -0.218 0.06
N 1.784 4.867 1.191 0.03
N 0.080 2.466 -0.387 0.05
C 1.339 3.085 -0.923 -0.05
C 3.890 -1.466 -2.714 -0.10
C 5.654 -1.103 3.220 -0.02
C -1.516 -0.477 2.930 -0.62
C 2.898 -4.018 -7.220 -0.11
C 4.525 0.664 -2.909 -0.51
C 2.161 4.240 -0.123 -0.07
C 2.416 -0.161 2.225 -0.49
C 0.526 4.212 1.686 -0.15
C -0.558 -5.238 -0.226 -0.01
C -2.115 9.143 2.645 -0.35
C -1.630 7.881 1.961 -0.02
C 4.464 0.193 1.415 -0.11
C -2.479 1.195 0.946 -0.17
C 2.742 -0.644 -3.216 -0.33
C -2.379 8.965 4.109 -0.12
C 1.632 -5.479 0.997 -0.11
C -0.045 4.726 3.167 -0.04
C -2.821 0.076 2.104 -0.32
C -6.595 -3.409 0.184 -0.35
C 4.470 -1.034 2.276 -0.36
C 2.483 -3.546 0.278 -0.45
C 0.947 -5.071 -0.272 -0.34
C -5.785 -4.662 0.326 -0.12
C 1.852 -3.092 -6.678 -0.35
C 2.898 -4.117 -4.992 -0.51
C -7.683 -3.271 1.230 -0.02
C -4.426 -2.934 -0.050 -0.50
C -2.223 2.930 3.134 -0.02
C -1.650 2.424 1.683 -0.08
C -0.311 3.028 0.951 -0.11
C -1.388 4.124 3.904 -0.06
C -4.049 10.120 3.185 -0.51
C 0.531 -3.175 -7.415 -0.02
C 1.429 -0.957 -2.527 0.00
H 4.414 -1.948 1.673 0.13
H -8.354 -4.136 1.225 0.09
H 1.176 -2.018 -2.611 0.08
H -3.649 0.491 2.855 0.09
H 3.167 4.632 -0.632 0.11
H -8.276 -2.370 1.040 0.09
H -0.839 -6.266 0.020 0.09
H 1.907 -6.538 0.997 0.14
H -1.398 8.086 0.910 0.09
H -3.463 1.597 0.409 0.13
H 0.569 5.568 3.749 0.09
H -1.009 -4.560 0.507 0.09
H -2.773 7.977 4.367 0.14
H 3.491 -3.553 -8.013 0.15
H 2.496 -4.968 -7.587 0.14
H 2.629 -0.733 -4.303 0.15
H -0.731 7.485 2.444 0.07
H 1.733 2.696 -1.972 0.11
H 5.004 0.041 0.476 0.14
H 1.051 -5.262 1.899 0.15
H 3.835 -1.691 -1.644 0.12
H -3.356 -0.828 1.540 0.09
H -0.833 -1.159 2.228 0.07
H -6.213 -5.497 -0.236 0.14
H 6.602 -1.039 2.678 0.09
H 0.658 -2.987 -8.485 0.09
H -1.824 0.641 0.118 0.12
H -1.492 9.165 4.717 0.14
H 5.636 -2.044 3.780 0.09
H -5.635 -4.972 1.366 0.14
H -0.996 -4.981 -1.197 0.09
H -1.414 9.967 2.461 0.16
H 0.619 -0.370 -2.973 0.09
H -0.173 -2.438 -7.014 0.09
H 4.003 -2.401 -3.270 0.12
H 0.063 -4.157 -7.280 0.09
H 1.361 -5.601 -1.139 0.16
H -2.405 7.107 1.963 0.09
H 1.463 -0.683 -1.466 0.09
H 4.862 1.082 1.915 0.14
H -7.023 -3.320 -0.822 0.16
H -1.734 4.502 4.960 0.08
H 2.208 -2.055 -6.654 0.16
H -7.256 -3.158 2.233 0.10
H 5.614 -0.299 3.964 0.09
H -0.804 0.354 3.351 0.04
H -3.172 2.502 3.692 0.10
```



Record 2
A molecular structure, C35H48BBrN11O4S3Ti, computed with ωB97M-V/def2-TZVPD.

For the LUMO energy, the calculation gives -2.645 eV. The net charge is +1. For the energy above the lowest of the compared OMol25 structures with the same formula, charge and spin, the calculation gives 0.0 kcal/mol. As for the highest occupied orbital energy: -10.0 eV. The calculation puts the maximum force at 0.9 eV Å⁻¹.

Structure (XYZ):
```
104
Properties=species:S:1:pos:R:3:lowdin_charge:R:1
Br 4.760 -5.036 1.292 0.75
Ti -1.303 -2.028 -1.777 0.60
S 0.489 -0.468 -2.782 0.81
S -2.534 -2.629 0.267 0.87
S -3.063 -0.324 -2.359 0.81
O -2.899 -2.885 -3.179 -0.11
O -1.008 -4.192 -1.496 -0.09
O 0.415 -2.696 -0.822 -0.15
O -2.802 -2.965 -5.336 0.11
N 1.193 -3.088 -4.836 -0.01
N 0.594 -0.123 -0.197 -0.01
N 1.092 -0.045 1.025 0.22
N -1.690 -0.235 0.950 0.02
N -2.273 -2.932 -4.252 -0.40
N -1.562 0.876 1.694 0.19
N -1.322 1.159 -1.085 -0.04
N -0.448 -2.526 -6.320 0.22
N 1.618 -3.532 -3.589 0.07
N -0.588 2.228 -0.783 0.19
N -0.935 -2.906 -4.016 0.09
C -0.828 5.665 -0.290 -0.03
C -2.427 -1.287 1.302 -0.55
C 3.520 0.347 -2.466 -0.04
C 2.701 0.196 -1.227 -0.23
C -3.943 -2.431 2.975 -0.06
C -1.023 3.156 3.004 -0.06
C 0.498 5.124 -2.343 -0.04
C 3.109 -5.558 0.526 -0.67
C -3.110 -1.266 2.562 -0.23
C -2.079 3.513 -2.095 0.07
C 1.853 -0.136 3.597 -0.05
C 1.024 -4.975 -0.483 -0.13
C 1.578 -7.280 -0.134 -0.05
C 3.212 0.302 0.035 0.07
C 2.792 -6.905 0.426 -0.11
C -2.164 0.934 2.844 -0.20
C -2.956 -0.148 3.315 0.07
C -2.368 1.174 -1.910 -0.58
C 2.236 -4.586 0.078 -0.06
C 0.690 -6.318 -0.592 0.00
C 2.941 0.181 2.574 -0.54
C 4.073 -0.847 2.703 -0.04
C -0.922 3.382 -1.290 -0.19
C 0.089 -3.929 -0.963 -0.61
C 1.168 4.162 -0.142 -0.05
C -4.032 2.476 -3.297 -0.05
C 3.487 1.593 2.832 -0.03
C -0.104 -2.837 -5.074 -0.38
C -1.533 1.861 5.074 -0.03
C -2.825 2.421 -2.421 -0.23
C 2.381 0.133 1.164 -0.19
C 1.319 -0.094 -1.316 -0.56
C -3.394 2.888 3.742 -0.03
C -0.022 4.574 -1.007 -0.54
C -2.021 2.208 3.661 -0.55
B -0.948 -0.221 -0.418 -0.65
H 3.106 1.130 -3.103 0.09
H -1.416 2.778 5.654 0.09
H -0.190 6.530 -0.106 0.09
H 1.031 0.576 3.533 0.05
H 1.066 4.366 -2.886 0.09
H -1.339 3.426 1.996 0.06
H 3.486 -7.652 0.786 0.11
H -2.355 4.489 -2.475 0.13
H 1.789 5.038 0.054 0.09
H -3.758 3.152 2.747 0.09
H 2.279 -0.091 4.601 0.09
H 1.782 3.411 -0.643 0.08
H -0.312 5.470 -2.988 0.08
H -4.733 -2.614 2.246 0.09
H -4.897 2.046 -2.790 0.09
H -0.036 2.698 2.922 0.07
H -1.208 5.315 0.671 0.08
H -4.258 3.502 -3.580 0.09
H 4.267 0.502 0.176 0.13
H 1.867 -2.736 -5.500 0.16
H -0.937 4.066 3.601 0.10
H -0.260 -6.593 -1.028 0.13
H 2.694 2.339 2.747 0.08
H 4.467 -0.831 3.721 0.09
H -1.676 6.004 -0.888 0.08
H 1.156 5.974 -2.158 0.09
H 0.845 3.743 0.810 0.06
H 4.279 1.856 2.128 0.08
H 1.439 -1.133 3.442 0.09
H 1.330 -8.330 -0.208 0.11
H 4.552 0.593 -2.223 0.09
H -2.236 1.224 5.611 0.08
H -3.319 3.802 4.332 0.09
H 4.903 -0.632 2.028 0.08
H 1.931 -2.752 -3.019 0.05
H 2.479 -3.536 0.166 0.11
H 3.905 1.651 3.838 0.09
H -3.455 -0.066 4.272 0.13
H -4.391 -2.257 3.952 0.09
H -1.425 -2.422 -6.540 0.10
H -0.567 1.354 5.046 0.08
H -3.873 1.882 -4.198 0.09
H -4.139 2.247 4.217 0.08
H 3.509 -0.574 -3.052 0.07
H 0.220 -2.620 -7.065 0.13
H 3.716 -1.858 2.496 0.08
H 2.317 -4.253 -3.699 0.11
H -3.340 -3.339 3.016 0.09
```